Record 1
The following is a quantum chemistry calculation of a molecular structure, C10H25N8O2SScSi, from the OMol25 dataset.

Charge   +2
Lowest unoccupied orbital energy   -0.195 hartree
E_HOMO   -12.935 eV
HOMO-LUMO gap   7.64 eV

Last column: Mulliken charge in e.
Atoms and positions in Å:
Sc  -0.606  0.635  0.173  0.205
O  1.292  -0.576  0.290  -0.797
C  1.631  -0.026  -0.791  0.920
O  0.891  0.846  -1.326  -0.682
C  2.936  -0.381  -1.463  0.076
N  3.481  -1.633  -0.803  -0.089
C  4.933  -1.365  -0.441  -0.604
C  4.918  0.120  -0.148  -0.541
C  4.032  0.686  -1.257  -0.772
H  2.750  -0.599  -2.513  0.447
H  3.369  -2.454  -1.396  0.374
H  2.924  -1.793  0.047  0.308
H  5.522  -1.605  -1.324  0.348
H  5.211  -2.024  0.377  0.381
H  5.924  0.533  -0.167  0.406
H  4.496  0.311  0.840  0.283
H  4.595  0.809  -2.181  0.392
H  3.590  1.650  -1.013  0.357
C  -0.912  -2.448  -1.684  -1.070
Si  -2.063  -1.493  -0.533  0.777
C  -2.491  -2.595  0.935  -1.200
C  -3.634  -1.027  -1.445  -1.055
H  -1.430  -3.326  -2.083  0.414
H  -0.031  -2.813  -1.149  0.199
H  -0.586  -1.853  -2.539  0.302
H  -3.003  -3.496  0.584  0.366
H  -3.160  -2.104  1.644  0.304
H  -1.602  -2.936  1.475  0.335
H  -4.163  -1.918  -1.795  0.374
H  -3.425  -0.413  -2.324  0.302
H  -4.325  -0.479  -0.800  0.255
N  -1.090  1.125  5.019  -0.403
C  -0.912  0.549  3.839  0.814
N  -1.353  -0.692  3.656  -0.268
S  -0.128  1.466  2.605  -0.355
H  -1.484  0.633  5.806  0.210
H  -0.801  2.079  5.151  0.218
H  -1.835  -1.202  4.380  0.220
H  -1.142  -1.190  2.809  0.080
N  -3.915  3.001  -2.095  -0.529
N  -2.768  3.235  -1.347  1.008
N  -2.193  4.408  -1.278  -0.884
C  -1.089  4.142  -0.586  -0.198
N  -1.014  2.847  -0.282  -0.368
N  -2.102  2.283  -0.782  0.091
H  -4.411  3.887  -2.161  0.335
H  -4.470  2.307  -1.600  0.274
H  -0.360  4.889  -0.325  0.438

---

Record 2
The following is a quantum chemistry calculation of 2 unconnected molecules or ions with the total composition C4H4N2S, from the OMol25 dataset.

Charge   0
ΔE to the lowest compared entry with this formula, charge and spin   91.0 kcal per mole
SMILES   C=C=C=N.N=C=S
Lowest unoccupied orbital energy   -0.013 hartree
E_HOMO   -9.056 eV
HOMO-LUMO gap   8.71 eV

Last column: Mulliken charge in e.
Atoms and positions in Å:
C  0.126  -0.203  -1.930  -0.622
C  0.804  -0.191  -0.827  -0.057
C  1.546  0.090  0.139  0.660
N  1.951  0.232  1.313  -0.705
H  -0.926  -0.622  -1.964  0.219
H  0.599  -0.276  -2.944  0.260
H  1.271  -0.013  2.005  0.287
N  -1.240  0.945  1.413  -0.381
C  -1.364  -0.145  0.952  0.291
S  -1.629  -1.657  0.938  -0.267
H  -1.138  1.840  0.905  0.314

---

Record 3
The following is a quantum chemistry calculation of a molecular structure, C15H20BrFN5O4V, from the OMol25 dataset.

Charge   +1
Lowest unoccupied orbital energy (alpha / beta)   -0.118 / -0.119 hartree
2S+1   2
E_HOMO (alpha / beta)   -10.490 / -9.853 eV
HOMO-LUMO gap (alpha / beta)   7.27 / 6.62 eV

Last column: Mulliken charge in e.
Atoms and positions in Å:
V  -0.347  1.111  -0.251  0.528
N  -1.657  -0.474  -1.042  -0.383
C  -1.132  -1.872  -1.017  -0.224
C  -0.213  -2.171  -2.186  -0.971
C  1.098  -1.384  -2.275  -0.217
C  1.026  -0.012  -2.948  -0.903
N  1.052  1.113  -1.971  -0.412
H  -2.454  -0.428  -0.406  0.336
H  -2.054  -0.312  -1.966  0.266
H  -1.972  -2.570  -1.029  0.439
H  -0.597  -1.996  -0.076  -0.081
H  -0.768  -2.066  -3.127  0.337
H  0.028  -3.233  -2.115  0.450
H  1.797  -1.990  -2.851  0.328
H  1.545  -1.287  -1.280  0.164
H  0.111  0.088  -3.535  0.401
H  1.857  0.111  -3.645  0.415
H  1.050  1.991  -2.485  0.268
H  1.967  1.092  -1.517  0.305
Br  0.737  3.424  0.681  -0.104
C  -0.802  3.908  -0.301  0.525
C  -1.243  5.210  -0.382  -0.693
C  -2.386  5.438  -1.137  -0.208
C  -3.011  4.365  -1.756  -0.780
C  -2.485  3.098  -1.600  -0.117
N  -1.382  2.855  -0.874  -0.009
H  -0.711  6.003  0.121  0.428
H  -2.777  6.441  -1.235  0.415
H  -3.902  4.499  -2.352  0.428
H  -2.953  2.240  -2.064  0.362
F  0.727  -5.110  1.986  -0.321
C  1.226  -3.956  2.425  0.441
C  0.444  -2.940  2.784  -0.218
N  0.966  -1.748  3.257  0.093
C  0.109  -0.587  3.316  -1.446
C  -0.118  -0.004  1.941  1.563
O  -1.081  0.779  1.718  -0.735
O  0.682  -0.274  0.995  -0.701
C  2.332  -1.528  3.325  0.526
O  2.812  -0.463  3.639  -0.620
N  3.106  -2.626  3.001  -0.084
C  2.690  -3.859  2.512  0.324
O  3.462  -4.727  2.198  -0.577
H  -0.635  -3.008  2.744  0.423
H  0.604  0.167  3.929  0.429
H  -0.850  -0.823  3.776  0.375
H  4.105  -2.485  3.078  0.233

---

Record 4
The following is a quantum chemistry calculation of C14H17N3O5S in the gas phase, from the OMol25 dataset.

Charge   0
ΔE to the lowest compared entry with this formula, charge and spin   21.5 kcal per mole
SMILES   COc1ccc(N(CC(=O)O)S(=O)(=O)c2c(C)n[nH]c2C)cc1
Lowest unoccupied orbital energy   0.015 hartree
E_HOMO   -8.576 eV
HOMO-LUMO gap   8.98 eV

Last column: Mulliken charge in e.
Atoms and positions in Å:
C  -4.813  -0.030  0.995  -0.823
O  -4.206  0.459  -0.176  -0.471
C  -2.857  0.618  -0.194  0.889
C  -2.320  1.149  -1.370  -0.891
C  -0.964  1.340  -1.501  -0.396
C  -0.103  1.016  -0.453  -0.481
N  1.290  1.160  -0.622  0.115
C  1.845  2.461  -0.924  -0.859
C  1.571  3.506  0.171  0.727
O  1.270  4.634  -0.104  -0.603
O  1.684  3.095  1.426  -0.492
S  2.319  0.120  0.185  1.987
O  3.566  0.164  -0.514  -0.818
O  2.366  0.472  1.592  -0.867
C  1.548  -1.437  -0.029  1.208
C  1.233  -2.020  -1.281  0.260
C  1.464  -1.421  -2.615  -1.079
N  0.683  -3.200  -1.092  -1.036
N  0.640  -3.392  0.231  0.422
C  1.154  -2.358  0.927  -0.634
C  1.234  -2.327  2.406  -1.535
C  -0.635  0.507  0.722  -0.104
C  -1.998  0.299  0.851  -0.829
H  -5.881  -0.052  0.785  0.244
H  -4.471  -1.043  1.232  0.325
H  -4.626  0.628  1.850  0.327
H  -2.995  1.402  -2.171  0.430
H  -0.566  1.748  -2.416  0.408
H  1.453  2.844  -1.869  0.260
H  2.926  2.321  -1.022  0.554
H  1.971  2.158  1.545  0.450
H  0.691  -0.685  -2.829  0.161
H  2.430  -0.921  -2.626  0.307
H  1.431  -2.197  -3.375  0.425
H  0.263  -4.252  0.596  0.201
H  0.235  -2.356  2.842  0.335
H  1.792  -3.185  2.776  0.481
H  1.735  -1.415  2.719  0.272
H  0.016  0.287  1.553  0.714
H  -2.376  -0.097  1.781  0.414

---

Record 5
The following is a quantum chemistry calculation of 2 unconnected molecules or ions with the total composition C2H2INO, from the OMol25 dataset.

Charge   0
ΔE to the lowest compared entry with this formula, charge and spin   77.2 kcal per mole
Lowest unoccupied orbital energy (alpha / beta)   -0.073 / -0.072 hartree
E_HOMO (alpha / beta)   -8.909 / -8.900 eV
HOMO-LUMO gap (alpha / beta)   6.93 / 6.94 eV

Last column: Mulliken charge in e.
Atoms and positions in Å:
C  2.712  2.286  -0.254  0.541
C  3.068  1.307  0.598  -0.486
N  2.243  3.305  -0.615  -0.353
O  0.202  -0.441  0.191  -0.578
I  3.311  -0.562  -0.006  0.268
H  -0.208  -0.658  1.034  0.297
H  -0.544  -0.810  -0.387  0.311

---

Which formula does entry 4 have? C14H17N3O5S